(1)
{"formula": "C32H60N7O3", "method": "ωB97M-V/def2-TZVPD", "elements": ["C", "C", "N", "C", "N", "C", "C", "N", "N", "C", "C", "C", "C", "O", "C", "C", "C", "C", "C", "N", "H", "H", "H", "H", "H", "H", "H", "H", "H", "H", "H", "H", "H", "H", "H", "H", "H", "H", "H", "H", "H", "H", "H", "H", "C", "C", "C", "C", "C", "C", "N", "O", "C", "C", "C", "H", "H", "H", "H", "H", "H", "H", "H", "H", "H", "H", "H", "H", "H", "H", "H", "H", "H", "C", "C", "C", "C", "C", "C", "N", "O", "C", "C", "C", "H", "H", "H", "H", "H", "H", "H", "H", "H", "H", "H", "H", "H", "H", "H", "H", "H", "H"], "positions_angstrom": [[-3.402559, -0.655309, 5.950613], [-3.463466, -1.196753, 4.562997], [-2.816133, -0.561331, 3.337730], [-3.605492, -0.373538, 2.195374], [-2.968936, 0.235834, 0.967381], [-2.158745, 1.474851, 1.265770], [-0.602604, 1.425871, 0.712283], [-0.433568, 2.521721, -0.360374], [-5.029254, -0.863483, 2.297170], [-5.348043, -1.942450, 1.268015], [-4.136311, -3.013948, 1.005666], [-3.458944, -2.678448, -0.456631], [-1.821496, -2.785953, -0.493962], [-1.147759, -2.363901, 0.747819], [-6.043620, 0.255845, 1.980901], [-5.715072, 1.848340, 2.038243], [-6.770936, 3.082289, 1.695547], [-8.288717, 2.485355, 1.318688], [-8.420481, 0.862324, 1.359777], [-7.421994, -0.204302, 1.635220], [-2.449062, -0.740473, 6.654822], [-4.373728, -0.150480, 6.425871], [-4.042314, -2.223494, 4.424647], [-1.814165, -0.278064, 3.409688], [-3.686937, 0.397670, 0.227300], [-2.129887, 1.800819, 2.388017], [-2.673844, 2.376181, 0.678652], [0.132012, 1.760232, 1.592059], [-0.274819, 0.369359, 0.305360], [-0.909427, 2.179442, -1.233758], [-0.862236, 3.420969, -0.020782], [-5.627933, -1.495395, 0.196895], [-6.258488, -2.569775, 1.718575], [-4.656490, -4.081438, 0.881004], [-3.374040, -3.134551, 1.884905], [-3.857511, -3.433040, -1.291712], [-3.727961, -1.594094, -0.869730], [-1.420889, -3.843007, -0.854620], [-1.461489, -2.019961, -1.334963], [-0.482912, -3.109183, 0.948842], [-4.624714, 2.206024, 2.351865], [-6.505729, 4.221643, 1.711291], [-9.200397, 3.202421, 1.064902], [-9.523100, 0.462621, 1.123524], [2.356439, -3.681283, -6.550793], [0.862428, -3.397201, -6.220882], [0.257829, -2.397632, -7.247199], [0.719427, -0.957329, -7.048370], [0.509494, -0.506811, -5.608473], [1.147604, -1.468863, -4.574384], [0.759939, -2.902633, -4.806341], [-0.578092, -3.054950, -4.396793], [2.691631, -1.312153, -4.619624], [0.784013, -0.977745, -3.136571], [0.165494, -4.779971, -6.443380], [2.940568, -3.871111, -5.642227], [2.483464, -4.577106, -7.170168], [2.829428, -2.866791, -7.105131], [-0.838545, -2.414643, -7.179489], [0.502050, -2.711974, -8.269624], [1.772191, -0.850715, -7.331178], [0.157064, -0.295061, -7.721374], [0.915109, 0.506028, -5.486674], [-0.574397, -0.418821, -5.420694], [3.181386, -2.022505, -3.943169], [2.992436, -0.305201, -4.305766], [3.118883, -1.439885, -5.613711], [-0.296345, -0.921014, -2.965395], [1.176049, 0.031077, -2.957151], [1.218316, -1.636429, -2.374219], [0.550366, -5.534004, -5.747471], [0.348955, -5.146159, -7.462265], [-0.923091, -4.731945, -6.333637], [5.945526, 2.821930, 5.083753], [5.821948, 3.161523, 3.570142], [4.821071, 4.331744, 3.353733], [3.359291, 3.930578, 3.525033], [3.020105, 2.713557, 2.674062], [3.981076, 1.521311, 2.913128], [5.427469, 1.920508, 2.821613], [5.728063, 2.128232, 1.462293], [3.679586, 0.896092, 4.301951], [3.615641, 0.371548, 1.920556], [7.246877, 3.684259, 3.191199], [6.136308, 1.753716, 5.242672], [6.785692, 3.341008, 5.560132], [5.058008, 3.105956, 5.654759], [4.943675, 4.742044, 2.342036], [5.047585, 5.154930, 4.042836], [3.138370, 3.731762, 4.579227], [2.711568, 4.769130, 3.233365], [1.983547, 2.412907, 2.874957], [3.044635, 3.008395, 1.610909], [4.382031, 0.086405, 4.532233], [2.670467, 0.467185, 4.327621], [3.705458, 1.612021, 5.122831], [3.669880, 0.680363, 0.871087], [2.587897, 0.024777, 2.085175], [4.277187, -0.492693, 2.058783], [8.003645, 2.902788, 3.323809], [7.530759, 4.531199, 3.829933], [7.306728, 4.052213, 2.161444]], "forces_ev_per_a": [[0.52, -0.42, -1.41], [-0.88, 0.34, 2.05], [-1.84, -1.28, -0.74], [1.88, 0.23, -0.22], [-2.49, -0.50, 4.29], [1.08, 1.61, -0.67], [0.24, 1.19, 0.32], [-0.82, -1.44, 0.55], [0.37, 2.63, -2.44], [-0.29, -2.59, -0.67], [-0.79, -0.66, -0.97], [0.82, -0.24, -0.52], [0.37, 0.48, -1.90], [0.62, -2.42, -0.50], [-2.95, 3.85, -0.52], [-1.53, 0.18, -0.50], [-2.15, -6.06, -0.28], [4.17, -2.02, 1.28], [1.21, 1.53, 0.24], [1.58, 5.36, 0.35], [-1.55, 1.68, -2.17], [1.66, -2.80, -0.59], [0.15, 3.22, -0.45], [-1.15, -0.11, -0.61], [0.65, -0.24, 1.07], [-0.40, -0.99, -1.93], [1.03, -1.99, 1.32], [-1.64, -0.99, -1.81], [-0.85, 2.19, 0.80], [0.53, 0.85, 1.20], [0.52, -1.40, -0.65], [0.38, -0.85, 2.57], [1.91, 1.82, -1.13], [1.12, 2.39, 0.43], [-1.31, 0.55, -1.76], [0.81, 1.66, 1.94], [0.40, -2.32, 1.16], [-1.09, 2.12, 0.96], [-0.79, -1.76, 1.68], [-1.57, 1.87, -0.38], [-2.54, -0.99, -0.71], [-0.40, -2.58, 0.05], [2.19, -1.91, 0.60], [2.89, 0.76, 0.59], [0.35, 0.10, 0.06], [0.81, -1.31, -1.32], [-0.15, 0.22, 0.30], [0.06, 0.04, -0.10], [-0.40, -0.20, -0.04], [1.25, 1.24, 0.86], [-5.08, 0.69, 0.09], [3.69, 0.14, -0.64], [0.16, -0.12, -0.22], [-0.45, -0.49, -0.19], [-0.43, 0.39, 0.59], [-0.17, 0.13, -0.15], [-0.31, 0.21, 0.08], [-0.02, -0.02, 0.16], [0.15, -0.16, 0.17], [0.07, -0.20, 0.27], [-0.05, -0.01, 0.05], [0.14, -0.16, 0.12], [0.09, -0.26, 0.21], [0.26, -0.21, 0.08], [-0.14, 0.07, -0.13], [-0.31, -0.16, 0.04], [-0.10, -0.11, 0.09], [0.13, -0.20, -0.18], [0.10, -0.24, -0.31], [-0.08, 0.03, -0.18], [-0.03, 0.17, -0.05], [0.20, 0.35, 0.23], [0.23, 0.12, 0.19], [-0.12, -0.20, 0.28], [1.12, 0.84, 1.40], [-0.16, -0.20, -0.29], [-0.08, 0.07, 0.09], [0.33, 0.25, -0.37], [-1.27, -1.34, 0.57], [-0.20, 2.04, -4.59], [-0.57, -0.96, 3.63], [0.14, 0.17, 0.28], [0.60, 0.42, -0.34], [-0.31, -0.35, -0.68], [-0.12, 0.20, -0.11], [-0.18, 0.06, -0.33], [0.02, -0.13, -0.07], [0.15, -0.22, 0.08], [0.20, -0.27, -0.03], [0.03, -0.02, -0.04], [0.15, -0.14, 0.08], [0.21, -0.23, 0.04], [0.17, -0.20, 0.24], [-0.07, 0.18, -0.09], [0.16, 0.08, -0.29], [0.13, -0.03, -0.09], [0.19, 0.06, 0.25], [0.16, 0.24, 0.25], [-0.05, 0.23, -0.01], [-0.18, 0.06, -0.04], [-0.35, -0.30, 0.05], [-0.13, -0.29, 0.12]], "lowdin_charge": [0.02, -0.11, 0.11, -0.16, 0.08, -0.20, -0.22, -0.06, -0.04, -0.19, -0.17, -0.18, -0.24, -0.18, -0.18, -0.01, 0.00, -0.03, -0.09, 0.03, 0.09, 0.10, 0.15, 0.17, 0.13, 0.12, 0.13, 0.11, 0.12, 0.07, 0.07, 0.14, 0.15, 0.13, 0.11, 0.14, 0.10, 0.14, 0.11, 0.12, 0.07, 0.10, 0.10, 0.12, -0.04, -0.47, -0.14, -0.19, -0.14, -0.48, -0.02, -0.05, -0.04, -0.06, -0.05, 0.09, 0.08, 0.07, 0.12, 0.13, 0.10, 0.12, 0.12, 0.12, 0.09, 0.09, 0.06, 0.05, 0.08, 0.09, 0.09, 0.09, 0.07, -0.04, -0.47, -0.14, -0.19, -0.15, -0.48, -0.03, -0.02, -0.05, -0.05, -0.05, 0.09, 0.08, 0.07, 0.12, 0.13, 0.10, 0.12, 0.10, 0.13, 0.09, 0.08, 0.06, 0.08, 0.07, 0.09, 0.09, 0.09, 0.08], "spin_multiplicity": 3, "total_energy_ha": -1863.34638, "total_charge": 1}

(2)
{"formula": "C32H60O20", "method": "ωB97M-V/def2-TZVPD", "elements": ["O", "C", "C", "C", "C", "O", "H", "H", "H", "H", "H", "H", "O", "C", "C", "C", "C", "O", "H", "H", "H", "H", "H", "H", "O", "C", "C", "C", "C", "O", "H", "H", "H", "H", "H", "H", "O", "C", "C", "C", "C", "O", "H", "H", "H", "H", "H", "H", "O", "C", "C", "C", "C", "O", "H", "H", "H", "H", "H", "H", "O", "C", "C", "C", "C", "O", "H", "H", "H", "H", "H", "H", "O", "C", "C", "O", "H", "H", "H", "H", "H", "H", "O", "C", "C", "O", "H", "H", "H", "H", "H", "H", "O", "C", "C", "O", "H", "H", "H", "H", "H", "H", "O", "C", "C", "O", "H", "H", "H", "H", "H", "H"], "positions_angstrom": [[-0.582538, -18.750026, -20.144927], [-1.187522, -17.873894, -19.615608], [-1.760404, -16.625354, -20.147959], [-2.004853, -15.728147, -18.931609], [-2.095638, -16.775806, -17.819737], [-1.426616, -17.994624, -18.286393], [-1.064451, -16.137111, -20.891465], [-2.649374, -17.005222, -20.644683], [-1.067848, -15.199013, -18.875381], [-2.947061, -15.125857, -18.882778], [-1.711722, -16.510926, -16.833997], [-3.120794, -17.035749, -17.662537], [0.155778, -18.426114, -10.739348], [1.211242, -18.891603, -10.943544], [1.964877, -18.676192, -12.249711], [3.360289, -19.340097, -11.999581], [3.192730, -20.079361, -10.665630], [2.007241, -19.536233, -10.056661], [1.364568, -18.987020, -13.121821], [1.999251, -17.621054, -12.405336], [3.570237, -20.092588, -12.791075], [4.131274, -18.569901, -11.893193], [2.992325, -21.167158, -10.715901], [3.971197, -19.842320, -9.914953], [-4.217228, -20.112255, -14.520205], [-5.277173, -19.726908, -14.103760], [-6.602961, -19.663446, -14.822273], [-7.643805, -19.462987, -13.732507], [-6.822010, -18.632283, -12.787319], [-5.437205, -19.138003, -12.927857], [-6.486948, -18.723591, -15.509102], [-6.760813, -20.593824, -15.452272], [-8.624118, -19.099856, -14.029604], [-7.853884, -20.480633, -13.298036], [-6.814152, -17.572883, -13.070000], [-7.114084, -18.717319, -11.760923], [-4.868901, -17.246363, -7.800627], [-4.374438, -18.078518, -8.494396], [-5.018674, -18.713756, -9.766739], [-3.706361, -19.253977, -10.508719], [-2.682137, -19.370581, -9.364529], [-3.094245, -18.427268, -8.376972], [-5.719136, -19.518950, -9.464225], [-5.511968, -17.930633, -10.314995], [-3.889865, -20.201718, -11.025696], [-3.422810, -18.564581, -11.211118], [-2.792012, -20.304094, -8.900413], [-1.660403, -19.138256, -9.673972], [0.862077, -20.386792, -15.336107], [0.530895, -20.807276, -16.450295], [-0.864759, -21.332353, -16.862607], [-0.509047, -22.040712, -18.167821], [0.700345, -21.242453, -18.678368], [1.353219, -20.782018, -17.509074], [-1.360697, -21.979741, -16.074713], [-1.416534, -20.366518, -16.948456], [-0.226396, -23.053004, -17.919258], [-1.315618, -22.124706, -18.869315], [1.479196, -21.739438, -19.304534], [0.269096, -20.390467, -19.177922], [-3.710080, -14.866908, -11.565365], [-3.000125, -14.908263, -10.608998], [-3.400735, -14.484092, -9.212740], [-2.200583, -14.887440, -8.332532], [-1.200990, -15.598249, -9.228222], [-1.743785, -15.422041, -10.645066], [-3.616434, -13.406503, -9.329557], [-4.302860, -15.001076, -8.877782], [-1.655919, -14.049850, -7.834833], [-2.578483, -15.608581, -7.537163], [-0.218897, -15.143876, -9.267522], [-1.096490, -16.675118, -9.084396], [2.922462, -14.775159, -15.965365], [2.530806, -16.091300, -16.097864], [1.457003, -16.214776, -17.240039], [0.365710, -15.312322, -17.052042], [3.203453, -14.620525, -15.043469], [3.341336, -16.791467, -16.415107], [2.110195, -16.419640, -15.103907], [1.054994, -17.195454, -17.233800], [1.928393, -16.078988, -18.201880], [0.764893, -14.448435, -17.207739], [2.088942, -22.273545, -13.704060], [1.122138, -23.054358, -12.967243], [-0.173642, -22.315842, -12.866049], [-0.020762, -21.240479, -11.930723], [1.569707, -21.797214, -14.378268], [0.866361, -23.981796, -13.499963], [1.535520, -23.340060, -11.957188], [-0.985619, -23.025224, -12.529613], [-0.460695, -21.810162, -13.766333], [-0.505816, -20.506598, -12.235878], [-4.822115, -16.813213, -15.190349], [-5.396380, -15.528024, -15.168336], [-5.833940, -15.202892, -16.537378], [-6.614664, -14.025536, -16.588634], [-4.055542, -16.901002, -14.543902], [-6.258117, -15.502876, -14.473713], [-4.742693, -14.762397, -14.860383], [-6.363748, -16.035866, -16.971518], [-4.929860, -15.021447, -17.140204], [-7.357334, -14.072149, -15.972104], [-1.664700, -19.517530, -13.590390], [-1.323756, -18.372420, -14.396607], [-1.367668, -17.092985, -13.602823], [-2.731819, -16.703580, -13.500823], [-2.635160, -19.483952, -13.652550], [-0.303551, -18.496587, -14.846738], [-1.996976, -18.268969, -15.226580], [-0.850423, -16.331161, -14.093547], [-1.018483, -17.276019, -12.596421], [-2.871428, -16.109615, -12.749173]], "forces_ev_per_a": [[0.37, -0.47, -1.37], [0.70, -0.64, 1.76], [0.03, 1.08, -1.30], [-0.29, -0.96, 0.18], [-0.04, -0.41, 0.39], [-0.33, 1.34, 0.17], [-0.93, -0.78, 0.61], [-0.35, 0.42, -0.36], [-0.22, 0.85, 0.62], [1.13, -0.20, -0.51], [0.35, 0.14, -0.37], [-0.83, -0.31, 0.07], [-2.63, 0.69, 1.43], [3.31, -0.57, -1.55], [0.39, -1.07, 0.14], [-0.76, -0.52, -0.87], [-0.44, 0.14, 0.83], [-1.32, 0.44, 0.18], [0.43, -0.65, 0.47], [0.38, 0.97, 0.19], [0.19, 0.77, 0.42], [-0.03, -0.32, -0.31], [0.50, 0.55, -0.34], [-0.09, -0.44, -0.66], [0.01, -0.15, 0.25], [-0.75, 0.55, -0.84], [-0.19, -0.12, -2.68], [0.30, -1.81, 0.06], [0.55, 0.38, -0.13], [-0.74, 0.53, 1.13], [-0.28, -1.66, 1.07], [0.23, 1.29, 0.59], [0.25, 0.53, -0.10], [0.25, 0.91, -0.09], [0.12, -0.18, -0.02], [0.07, -0.12, 0.58], [-0.47, 0.46, 0.85], [-0.41, -0.03, -1.82], [2.12, -1.04, 0.70], [-1.92, -1.37, 2.23], [-0.56, 0.73, -1.26], [0.27, 0.53, 0.54], [0.35, 0.50, -0.24], [-0.30, 0.17, -0.10], [0.16, 0.17, 0.21], [0.84, 1.76, -1.77], [0.38, -1.59, 0.50], [-0.20, -0.20, 0.19], [-0.27, -0.77, -2.24], [-0.18, 0.43, 1.70], [0.61, 0.37, 0.85], [0.31, -0.35, 0.29], [-0.62, -0.49, -0.74], [0.25, 0.31, 1.45], [0.74, 0.94, -0.90], [-0.07, -0.79, -0.27], [0.20, -0.44, 0.10], [-0.34, 0.26, -0.49], [-0.92, 0.13, 0.50], [0.39, 0.36, -0.46], [-0.30, 0.04, -1.31], [0.72, -0.89, 1.55], [0.76, 0.31, -0.14], [-0.20, -0.22, 1.72], [-0.60, -0.04, -2.05], [-0.30, 0.07, 1.17], [0.13, -0.39, 0.53], [0.02, 0.12, -0.32], [-0.81, -0.47, -0.29], [0.61, 1.01, -0.87], [0.09, 0.07, 0.11], [-0.14, 0.18, 0.02], [0.79, 1.38, 0.51], [-1.38, -1.95, -0.23], [0.60, 0.80, 1.60], [0.79, 0.04, -0.25], [-0.19, -0.04, -0.85], [-0.19, 0.49, 0.46], [0.17, -0.17, -1.09], [-0.39, -1.07, 0.13], [0.27, 0.30, -0.41], [-0.25, 0.19, 0.28], [-0.53, -0.70, 0.52], [0.49, -0.09, -0.37], [-0.67, 0.42, 1.90], [1.04, -1.82, 1.03], [0.48, 0.08, 0.34], [0.43, -0.12, -0.02], [-0.36, 0.51, -1.03], [0.61, 0.63, -0.29], [-0.19, -0.38, -1.01], [-1.21, 1.51, -0.80], [0.79, -0.49, 0.54], [-0.69, -1.14, 0.88], [-0.03, 0.49, -0.94], [-0.10, 0.47, -0.10], [-0.81, 0.50, -0.66], [0.03, 0.00, -0.12], [1.15, 0.84, 0.71], [-0.26, -0.49, -0.25], [-0.39, 0.02, -0.02], [0.25, -0.21, -0.11], [-0.14, 1.08, -0.77], [1.74, -0.21, 0.34], [-1.28, -1.31, 0.70], [-0.59, -0.08, 0.03], [0.04, -0.78, 0.28], [-0.81, -0.15, 0.64], [-0.60, -0.14, -0.56], [1.22, 1.31, -0.79], [0.59, 0.02, 0.18], [-0.11, 0.19, -0.02]], "lowdin_charge": [0.11, -0.51, -0.08, -0.12, -0.14, 0.01, 0.15, 0.13, 0.09, 0.13, 0.11, 0.11, 0.11, -0.51, -0.06, -0.11, -0.14, 0.02, 0.11, 0.10, 0.11, 0.11, 0.13, 0.13, 0.11, -0.51, -0.09, -0.16, -0.12, 0.02, 0.16, 0.14, 0.12, 0.13, 0.13, 0.11, 0.10, -0.49, -0.03, -0.11, -0.12, 0.02, 0.13, 0.09, 0.12, 0.06, 0.11, 0.10, 0.04, -0.42, -0.05, -0.14, -0.14, 0.04, 0.14, 0.13, 0.11, 0.11, 0.15, 0.08, 0.11, -0.49, -0.06, -0.14, -0.08, 0.01, 0.14, 0.11, 0.12, 0.13, 0.12, 0.10, -0.06, -0.26, -0.20, -0.08, 0.11, 0.12, 0.12, 0.09, 0.12, 0.09, -0.09, -0.23, -0.24, -0.06, 0.03, 0.11, 0.13, 0.13, 0.08, 0.01, -0.09, -0.27, -0.27, -0.06, 0.07, 0.12, 0.11, 0.11, 0.12, 0.09, -0.07, -0.21, -0.19, -0.08, 0.05, 0.11, 0.10, 0.10, 0.10, 0.05], "total_energy_ha": -2760.10291, "smiles": "O=C1CCCO1.O=C1CCCO1.O=C1CCCO1.O=C1CCCO1.O=C1CCCO1.O=C1CCCO1.OCCO.OCCO.OCCO.OCCO", "total_charge": 0}